9
Properties=species:S:1:pos:R:3:nbo_charge:R:1 method="wB97M-V/def2-TZVPD" homo_energy_ev=-2.85 lumo_energy_ev=3.890 homo_lumo_gap_ha=0.2476 largest_force_ev_per_a=4.15 total_charge=-1 energy_ev=-12001.4373
C -0.006 1.362 -1.647 0.680
C -0.391 -1.378 1.619 0.719
C 0.635 1.057 -0.482 -0.466
O -0.669 2.069 -2.363 -0.658
O 0.255 -0.026 -1.536 -0.650
O -0.107 -1.451 2.788 -0.550
F -1.521 -2.080 1.105 -0.395
H 1.846 1.175 -0.350 0.129
H -0.042 -0.729 0.867 0.191

11
Properties=species:S:1:pos:R:3:nbo_charge:R:1 method="wB97M-V/def2-TZVPD" homo_energy_ev=-8.65 lumo_energy_ev=1.012 smiles=CSCN homo_lumo_gap_ha=0.3551 largest_force_ev_per_a=0.51 energy_ev=-14512.6432
C -0.320 1.678 -0.369 -0.749
S 0.393 0.479 0.787 0.155
C -0.340 -1.081 0.204 -0.350
N 0.096 -1.560 -1.101 -0.830
H 0.434 2.443 -0.507 0.229
H -1.256 2.087 -0.006 0.215
H -0.502 1.201 -1.335 0.210
H -1.421 -1.000 0.224 0.199
H -0.055 -1.790 0.986 0.206
H 1.010 -1.182 -1.330 0.361
H -0.523 -1.214 -1.825 0.352

13
Properties=species:S:1:pos:R:3:nbo_charge:R:1 method="wB97M-V/def2-TZVPD" homo_energy_ev=-9.91 lumo_energy_ev=0.910 smiles=N#C[C@H]1C[C@H]2CN21 homo_lumo_gap_ha=0.3975 largest_force_ev_per_a=1.15 energy_ev=-8260.0209
N 2.478 -1.479 0.803 -0.309
C 1.724 -0.607 0.703 0.266
C 0.752 0.477 0.529 -0.171
C 0.265 0.755 -0.917 -0.407
C -1.117 0.396 -0.393 -0.089
C -1.125 -0.941 0.213 -0.278
N -0.634 0.184 1.015 -0.351
H 1.125 1.371 1.033 0.246
H 0.667 0.120 -1.711 0.222
H 0.379 1.805 -1.192 0.225
H -2.026 0.957 -0.594 0.213
H -0.420 -1.702 -0.121 0.208
H -2.070 -1.326 0.585 0.224

22
Properties=species:S:1:pos:R:3:nbo_charge:R:1 method="wB97M-V/def2-TZVPD" homo_energy_ev=-8.35 lumo_energy_ev=-1.001 homo_lumo_gap_ha=0.2700 largest_force_ev_per_a=8.87 energy_ev=-7948.9563
C 0.784 -0.233 2.201 -0.423
C 1.695 0.771 2.929 -0.615
C 0.556 0.250 0.753 -0.244
N 0.127 -0.692 -0.193 -0.400
C 0.119 -0.009 -1.408 -0.127
C -0.818 -0.734 -2.492 -0.417
C -2.047 -1.182 -1.838 -0.634
H 1.225 -1.237 2.084 0.211
H -0.142 -0.205 2.762 0.208
H 1.403 1.796 2.378 0.188
H 1.427 1.003 4.001 0.222
H 2.799 0.729 2.659 0.217
H 1.375 0.914 0.371 0.170
H -0.286 1.167 1.013 0.176
H -0.454 1.930 -1.274 0.109
H 1.133 0.187 -1.954 0.210
H -0.469 0.945 -1.203 0.073
H -1.028 0.023 -3.214 0.198
H -0.401 -1.637 -2.988 0.220
H -2.962 -1.210 -2.438 0.216
H -2.176 -0.536 -0.958 0.210
H -1.859 -2.042 -1.191 0.230

14
Properties=species:S:1:pos:R:3:nbo_charge:R:1 method="wB97M-V/def2-TZVPD" homo_energy_ev=-8.35 lumo_energy_ev=0.968 homo_lumo_gap_ha=0.3423 largest_force_ev_per_a=0.33 energy_ev=-8368.3808
C -1.918 0.108 0.349 -0.637
C -0.418 -0.012 0.466 0.051
C 0.877 -1.390 -0.676 -0.093
O 1.413 -0.318 -1.313 -0.508
C 1.526 0.805 -0.469 0.212
O 0.218 1.095 -0.057 -0.506
H -2.393 -0.798 0.737 0.223
H -2.281 0.965 0.922 0.229
H -2.202 0.237 -0.698 0.227
H -0.070 -0.265 1.473 0.177
H 1.389 -1.534 0.299 0.101
H -0.291 -1.036 -0.308 0.194
H 2.177 0.577 0.392 0.142
H 1.895 1.654 -1.044 0.188